[1]
Formula: H10LiO5
Source: the Open Molecules 2025 dataset
Level of theory: the ωB97M-V functional and the def2-TZVPD basis

Properties
**Charge**: +1
**E_HOMO**: -15.3 eV
**E_tot**: -389.5578 Eh

Element x y z (Å)
1 Li 3.48 -16.91 7.24
2 O 4.55 -15.15 6.92
3 H 4.69 -14.36 7.23
4 H 5.30 -15.11 6.22
5 O 2.78 -16.20 9.09
6 H 3.06 -16.79 9.92
7 H 2.41 -15.33 9.64
8 O 3.62 -17.86 5.37
9 H 3.82 -18.73 5.04
10 H 3.53 -17.24 4.64
11 O 1.28 -17.00 6.90
12 H 1.09 -17.93 7.05
13 H 1.15 -16.32 7.51
14 O 4.28 -18.82 8.58
15 H 5.21 -18.67 8.39
16 H 4.27 -19.72 8.91



[2]
Formula: C3H3N3O
Source: the Open Molecules 2025 dataset
Level of theory: the ωB97M-V functional and the def2-TZVPD basis

Properties
**Charge**: 0
**E_HOMO**: -9.7 eV
**SMILES string**: Oc1cnnnc1
**E_tot**: -355.4796 Eh

Element x y z (Å)
1 O 0.53 1.99 -0.29
2 C 0.30 0.53 -0.12
3 C -0.98 0.04 -0.04
4 N -1.30 -1.25 -0.18
5 N -0.53 -2.10 0.13
6 N 0.80 -1.71 0.61
7 C 1.17 -0.39 0.39
8 H -0.38 2.38 -0.65
9 H -1.72 0.69 -0.59
10 H 2.10 -0.19 0.73



[3]
Formula: C9H12INO2S
Source: the Open Molecules 2025 dataset
Level of theory: the ωB97M-V functional and the def2-TZVPD basis

Properties
**Charge**: 0
**E_HOMO**: -8.9 eV
**E_tot**: -1251.0781 Eh

Element x y z (Å)
1 C 1.12 2.31 -1.84
2 C 2.16 -1.11 2.53
3 C 0.96 1.70 0.71
4 C 2.19 1.11 1.29
5 C 0.97 2.06 -0.54
6 C 2.03 -0.34 1.44
7 C -1.92 -1.04 -1.90
8 C -2.05 0.29 -1.28
9 C -1.93 -1.96 -0.69
10 N -2.00 0.58 -0.06
11 O -0.67 -0.96 1.34
12 O -3.08 -1.02 1.60
13 S -1.96 -0.92 0.74
14 I 1.81 -1.39 -0.48
15 H 0.90 1.60 -2.65
16 H 1.37 3.37 -2.19
17 H 2.09 -2.16 2.38
18 H 2.42 -0.91 3.59
19 H 0.01 1.89 1.40
20 H 2.46 1.46 2.40
21 H -2.77 -1.17 -2.48
22 H -0.98 -1.01 -2.43
23 H 2.88 1.38 0.47
24 H -2.23 1.09 -2.10
25 H -2.80 -2.49 -0.64
26 H -0.99 -2.37 -0.62



Calculated energy relative to the best compared isomer or geometry (same formula, charge and spin) (kJ/mol), listed in the same order as above: 153.6, 420.8, 63.0
Calculated Kohn-Sham gap (eV), listed in the same order as above: 11.992, 9.035, 9.161